ORCA calculation (ωB97M-V with the def2-TZVPD basis set) on a structure of composition C39H57BrClF2MoN2OSi4Te.

E_tot	-6433.1504	Eh
frontier orbital gap (spin up / spin down)	6.49 / 6.69	eV
E_LUMO (spin up / spin down)	-3.8 / -3.8	eV
total charge	+1
expectation value of S²	2.06
multiplicity	3

Last column: Mulliken charge in e.
Geometry (Å):
Mo 0.348 0.577 -0.360  -1.732
C -4.180 6.388 1.298  -1.396
C -4.609 5.698 -0.004  1.901
C -4.353 6.658 -1.166  -2.165
C -6.112 5.392 0.051  -1.629
C -3.826 4.396 -0.155  -0.267
C -2.977 4.149 -1.225  -0.423
C -2.280 2.958 -1.278  0.112
Br -1.161 2.654 -2.785  -0.045
C -2.357 1.981 -0.278  0.231
O -1.556 0.896 -0.377  -0.150
C -3.255 2.185 0.784  0.067
C -3.953 3.392 0.797  -0.707
C -3.585 1.188 1.909  2.298
C -3.435 1.873 3.277  -1.715
C -2.718 -0.072 1.948  -1.901
C -5.044 0.742 1.726  -1.763
H -4.733 7.319 1.434  0.463
H -3.114 6.628 1.274  0.201
H -4.367 5.758 2.169  0.289
H -4.926 7.573 -1.015  0.439
H -4.662 6.228 -2.121  0.418
H -3.299 6.937 -1.237  0.400
H -6.679 6.318 0.154  0.474
H -6.365 4.752 0.897  0.293
H -6.439 4.891 -0.862  0.367
H -2.850 4.862 -2.026  0.614
H -4.647 3.557 1.610  0.431
H -2.410 2.220 3.436  0.232
H -3.666 1.160 4.070  0.509
H -4.101 2.726 3.399  0.353
H -1.673 0.156 2.162  -0.064
H -2.759 -0.640 1.020  0.354
H -3.076 -0.711 2.757  0.558
H -5.733 1.587 1.751  0.310
H -5.326 0.052 2.523  0.468
H -5.173 0.231 0.770  0.390
F -1.726 -2.199 -4.501  -0.379
C -0.696 -1.492 -4.027  0.152
C -0.729 -1.059 -2.715  -0.637
C 0.352 -0.339 -2.224  1.295
C 1.455 -0.054 -3.053  0.145
C 1.416 -0.502 -4.371  0.975
F 2.442 -0.245 -5.202  -0.374
C 0.359 -1.221 -4.881  -1.026
C 2.557 0.678 -2.429  0.528
C 3.751 1.070 -3.036  -0.429
C 4.722 1.696 -2.283  -0.847
C 4.508 1.928 -0.928  -0.916
C 3.302 1.551 -0.391  -1.048
N 2.342 0.956 -1.120  1.493
H -1.599 -1.268 -2.108  0.778
H 0.360 -1.565 -5.905  0.536
H 3.911 0.872 -4.082  0.643
H 5.653 1.995 -2.747  0.475
H 5.257 2.394 -0.305  0.557
H 3.070 1.715 0.653  0.479
C 4.855 -3.017 2.594  -1.044
Si 3.249 -3.988 2.604  0.467
C 3.600 -5.830 2.649  -0.978
C 2.215 -3.491 4.083  -1.028
Si 2.081 -3.557 0.608  0.159
Te 0.809 -1.410 1.202  -0.258
Si 0.276 -5.030 0.278  0.125
C -0.598 -5.304 1.912  -1.023
C 0.979 -6.645 -0.368  -1.019
C -0.916 -4.294 -0.966  -0.504
Si 3.500 -3.467 -1.257  0.269
C 2.470 -3.500 -2.821  -0.407
C 4.604 -1.954 -1.174  -0.407
C 4.567 -5.009 -1.172  -1.079
H 5.387 -3.149 3.539  0.404
H 4.669 -1.949 2.459  0.284
H 5.516 -3.350 1.791  0.262
H 4.201 -6.077 3.527  0.406
H 4.150 -6.160 1.765  0.301
H 2.676 -6.409 2.706  0.261
H 2.729 -3.773 5.006  0.370
H 1.240 -3.982 4.079  0.271
H 2.047 -2.412 4.112  0.289
H 0.060 -5.773 2.646  0.256
H -1.462 -5.959 1.773  0.402
H -0.958 -4.362 2.334  0.286
H 1.729 -7.059 0.308  0.292
H 1.442 -6.516 -1.348  0.276
H 0.182 -7.385 -0.475  0.421
H -1.347 -3.365 -0.586  -0.075
H -1.736 -4.990 -1.160  0.524
H -0.426 -4.076 -1.917  0.102
H 1.674 -2.754 -2.791  -0.421
H 2.003 -4.480 -2.946  0.416
H 3.086 -3.311 -3.704  0.433
H 4.022 -1.047 -1.009  -0.425
H 5.173 -1.836 -2.099  0.423
H 5.313 -2.046 -0.349  0.399
H 3.966 -5.919 -1.128  0.288
H 5.221 -4.993 -0.298  0.254
H 5.201 -5.073 -2.060  0.414
Cl 1.347 6.268 -1.234  -0.217
C 0.753 5.047 -0.178  -0.120
C 0.047 5.372 0.969  -0.297
C -0.411 4.343 1.774  -0.649
C -0.172 3.039 1.391  -0.505
N 0.500 2.731 0.272  0.333
C 0.969 3.720 -0.496  -0.665
H -0.135 6.408 1.220  0.487
H -0.968 4.543 2.678  0.454
H -0.543 2.209 1.981  0.520
H 1.506 3.450 -1.394  0.652

---

ORCA calculation (ωB97M-V with the def2-TZVPD basis set) on a structure of composition C39H57CoN7O3.

E_tot	-3512.0265	Eh
frontier orbital gap (spin up / spin down)	7.92 / 5.06	eV
E_LUMO (spin up / spin down)	-2.5 / -5.6	eV
total charge	+1
expectation value of S²	6.03
multiplicity	5

Last column: Mulliken charge in e.
Geometry (Å):
Co -0.122 -0.821 0.080  0.194
C -0.570 2.926 2.910  -1.600
C -0.238 1.468 3.253  1.766
C -0.710 1.136 4.673  -1.672
C 1.235 1.153 3.088  0.528
C 2.185 2.047 3.574  -0.560
C 3.537 1.769 3.487  -1.356
C 3.943 0.590 2.888  -1.202
C 3.028 -0.323 2.366  0.637
C 3.607 -1.596 1.755  0.037
C 3.346 -2.842 2.607  -1.510
C 3.231 -1.833 0.291  -0.632
C 1.656 -0.041 2.485  -0.748
N 0.690 -0.965 1.982  2.857
C 0.179 -1.857 2.837  -0.427
O 0.358 -1.982 4.046  -0.730
C -0.715 -2.861 2.132  -0.220
C -1.369 -3.911 2.755  -1.504
C -2.159 -4.750 1.976  -0.603
C -2.278 -4.525 0.608  -0.677
C -1.594 -3.447 0.079  0.051
N -0.843 -2.660 0.832  0.866
C -1.625 -3.036 -1.363  -0.265
O -2.071 -3.742 -2.240  -0.620
N -0.945 -1.850 -1.580  1.626
C -0.970 -1.188 -2.763  -0.109
C 0.273 -1.060 -3.474  0.739
C 0.277 -0.333 -4.644  -0.768
C -0.877 0.305 -5.089  -1.434
C -2.084 0.176 -4.401  -0.445
C -2.178 -0.593 -3.262  0.293
C -3.512 -0.772 -2.573  1.469
C -4.362 -1.800 -3.336  -1.688
C -4.281 0.547 -2.450  -1.532
C 1.471 -1.883 -3.062  1.781
C 2.808 -1.200 -3.334  -1.118
C 1.402 -3.240 -3.782  -1.716
H -1.641 3.040 2.714  0.321
H -0.022 3.265 2.028  0.095
H -0.321 3.597 3.734  0.524
H -0.777 0.829 2.556  -0.972
H -0.232 1.810 5.390  0.425
H -0.456 0.111 4.943  0.339
H -1.793 1.268 4.762  0.373
H 1.857 2.963 4.053  0.391
H 4.268 2.464 3.881  0.418
H 5.003 0.369 2.814  0.414
H 4.689 -1.440 1.760  0.702
H 2.302 -3.148 2.576  0.095
H 3.603 -2.658 3.651  0.432
H 3.955 -3.675 2.245  0.503
H 2.151 -1.925 0.164  -0.612
H 3.677 -2.765 -0.066  0.650
H 3.600 -1.026 -0.351  0.133
H -1.247 -4.052 3.821  0.606
H -2.678 -5.582 2.433  0.472
H -2.872 -5.156 -0.039  0.602
H 1.185 -0.263 -5.230  0.398
H -0.843 0.898 -5.995  0.435
H -2.966 0.675 -4.784  0.434
H -3.326 -1.142 -1.564  -0.479
H -4.571 -1.439 -4.346  0.394
H -5.315 -1.948 -2.825  0.455
H -3.855 -2.760 -3.415  0.348
H -4.663 0.879 -3.417  0.487
H -3.651 1.346 -2.048  0.174
H -5.143 0.410 -1.795  0.422
H 1.393 -2.078 -1.992  -0.593
H 3.015 -1.119 -4.403  0.549
H 3.616 -1.783 -2.889  0.400
H 2.836 -0.200 -2.905  0.042
H 1.447 -3.094 -4.863  0.359
H 0.476 -3.769 -3.549  0.324
H 2.244 -3.868 -3.485  0.463
C 1.910 5.039 0.108  -1.122
C 1.300 4.384 -1.131  -0.671
N 1.584 2.950 -1.222  0.344
C 2.944 2.574 -1.606  -1.055
C 3.923 2.334 -0.463  -0.512
C 0.656 2.010 -0.942  0.874
C -0.794 2.412 -0.976  -0.365
N 0.940 0.756 -0.710  1.783
H 1.449 6.013 0.276  0.419
H 2.982 5.197 -0.005  0.336
H 1.745 4.420 0.992  0.219
H 1.681 4.862 -2.035  0.418
H 0.226 4.531 -1.120  0.400
H 3.314 3.375 -2.248  0.546
H 2.870 1.686 -2.231  -0.231
H 4.130 3.253 0.086  0.328
H 4.866 1.963 -0.869  0.400
H 3.544 1.609 0.255  -0.153
H -0.986 3.063 -1.828  0.706
H -1.090 2.927 -0.061  0.368
H -1.394 1.513 -1.061  -1.389
H 1.938 0.582 -0.679  -1.197
C -5.002 1.350 2.048  -1.150
N -3.864 1.130 1.173  -0.079
C -2.914 0.194 1.357  -0.428
N -2.999 -0.566 2.467  -0.155
O -1.998 0.056 0.519  0.643
H -5.571 2.194 1.669  0.347
H -4.678 1.601 3.059  0.358
H -5.663 0.481 2.086  0.343
H -3.831 1.596 0.284  0.265
H -3.671 -0.375 3.188  0.261
H -2.216 -1.153 2.702  -0.085

---

ORCA calculation (ωB97M-V with the def2-TZVPD basis set) on a structure of composition C39H57N6PTl.

E_tot	-2362.6519	Eh
frontier orbital gap	4.32	eV
E_LUMO	2.1	eV
total charge	-1

Last column: Mulliken charge in e.
Geometry (Å):
Tl -0.634 0.701 -0.380  0.936
C -0.305 -4.958 1.174  -1.290
C -0.369 -4.409 -0.258  1.306
C 0.150 -5.457 -1.245  -1.658
C -1.778 -3.937 -0.617  0.715
C -2.786 -4.881 -0.452  -0.157
C -4.128 -4.569 -0.580  -1.716
C -4.449 -3.262 -0.910  -0.577
C -3.487 -2.282 -1.137  0.805
C -4.048 -0.937 -1.584  0.338
C -3.379 -0.350 -2.828  -1.193
C -4.119 0.062 -0.423  -0.823
C -2.093 -2.586 -0.992  -0.851
N -1.134 -1.609 -1.152  0.448
C 0.016 -1.941 -1.872  -0.760
C 1.218 -1.327 -1.880  -0.707
N 1.598 -0.221 -1.138  0.511
C 2.844 0.324 -1.230  -0.113
C 3.412 0.910 -0.043  0.705
C 4.617 1.598 -0.083  -0.423
C 5.369 1.715 -1.241  -1.520
C 4.865 1.112 -2.379  -0.816
C 3.645 0.434 -2.433  0.977
C 3.316 -0.025 -3.866  0.238
C 1.912 0.312 -4.385  -1.078
C 3.761 -1.466 -4.175  -1.609
C 2.805 0.842 1.362  0.313
C 2.154 -0.481 1.778  -1.092
C 1.913 2.066 1.625  -0.712
H 0.727 -5.218 1.429  0.458
H -0.917 -5.854 1.302  0.315
H -0.651 -4.202 1.884  0.047
H 0.303 -3.558 -0.285  -0.197
H -0.476 -6.354 -1.222  0.315
H 1.175 -5.752 -0.999  0.415
H 0.140 -5.072 -2.267  0.350
H -2.515 -5.896 -0.179  0.260
H -4.897 -5.319 -0.436  0.349
H -5.495 -2.996 -1.033  0.323
H -5.082 -1.138 -1.877  0.429
H -2.304 -0.262 -2.706  -0.104
H -3.786 0.640 -3.051  0.403
H -3.561 -0.997 -3.692  0.324
H -3.126 0.300 -0.045  -0.244
H -4.695 -0.364 0.404  0.355
H -4.600 0.995 -0.736  0.303
H -0.068 -2.772 -2.573  0.067
H 1.967 -1.837 -2.471  0.075
H 4.993 2.037 0.837  0.333
H 6.317 2.239 -1.258  0.341
H 5.447 1.199 -3.293  0.313
H 3.976 0.579 -4.490  0.628
H 1.114 -0.128 -3.791  -0.048
H 1.807 -0.045 -5.414  0.545
H 1.774 1.398 -4.390  0.234
H 3.213 -2.224 -3.621  0.349
H 4.817 -1.580 -3.924  0.359
H 3.635 -1.677 -5.242  0.403
H 3.660 0.943 2.036  0.455
H 1.294 -0.745 1.173  -0.191
H 1.846 -0.413 2.830  0.278
H 2.874 -1.299 1.681  0.344
H 1.152 2.186 0.854  -0.230
H 2.522 2.973 1.612  0.394
H 1.412 1.998 2.598  0.041
C 0.132 0.819 6.574  -1.326
C -0.538 -0.554 6.553  0.862
C 0.400 -1.618 5.988  -1.189
C -1.873 -0.529 5.792  -1.234
N -1.744 -0.155 4.395  0.755
C -1.519 -0.913 3.320  -0.594
N -1.370 -0.136 2.283  0.065
N -1.522 1.124 2.744  0.159
N -1.744 1.125 4.004  -0.954
H 1.090 0.763 7.094  0.452
H -0.497 1.555 7.079  0.362
H 0.316 1.185 5.564  0.118
H -0.800 -0.830 7.578  0.270
H 0.650 -1.412 4.945  0.059
H -0.051 -2.613 6.043  0.353
H 1.334 -1.641 6.551  0.444
H -2.550 0.187 6.253  0.372
H -2.330 -1.517 5.824  0.447
H -1.477 -1.991 3.323  0.499
C -2.658 4.987 -2.911  -1.394
P -2.014 3.519 -1.979  0.930
C -2.773 3.901 -0.336  -1.199
C -0.290 4.100 -1.678  0.347
C 0.014 5.210 -0.892  -0.370
C 1.333 5.589 -0.683  -0.812
C 2.367 4.858 -1.253  -0.656
C 2.082 3.747 -2.033  -0.042
C 0.759 3.374 -2.246  -0.505
H -2.418 5.932 -2.420  0.382
H -3.743 4.892 -3.002  0.422
H -2.230 4.986 -3.914  0.372
H -2.848 4.976 -0.158  0.455
H -2.182 3.434 0.453  0.232
H -3.776 3.470 -0.308  0.399
H -0.783 5.775 -0.421  0.229
H 1.555 6.450 -0.061  0.367
H 3.399 5.140 -1.076  0.389
H 2.887 3.152 -2.445  0.257
H 0.535 2.498 -2.846  0.289

---

ORCA calculation (ωB97M-V with the def2-TZVPD basis set) on a cluster of 3 separate species, C39H58BClIN4O4 in total.

E_tot	-2823.0786	Eh
frontier orbital gap	6.85	eV
E_LUMO	-4.3	eV
total charge	+1

Last column: Mulliken charge in e.
Geometry (Å):
C -5.564 0.244 -2.979  -0.917
C -4.186 0.234 -2.128  -0.247
C -2.930 0.284 -3.145  -0.456
C -3.074 -0.666 -4.430  -0.728
C -3.030 -2.256 -4.053  -0.101
C -1.473 -2.601 -3.782  0.016
C -1.144 -4.174 -3.724  -0.725
C -1.195 -4.816 -2.244  -0.742
C -0.342 -4.017 -1.140  0.585
C 0.809 -4.922 -0.421  -0.785
C 1.190 -4.155 0.960  -0.532
C 2.359 -3.071 0.789  -0.635
C 1.862 -1.699 0.033  0.463
C 2.446 -0.388 0.760  0.394
C 3.694 0.283 0.085  0.373
C 4.423 -0.264 -1.226  -1.337
C 5.500 -1.423 -0.852  0.577
O 6.208 -1.385 0.179  -0.447
Cl 5.761 -2.866 -1.981  -0.164
C 4.326 1.577 0.744  0.540
C 5.635 2.315 0.159  0.033
O 6.739 2.264 0.767  -0.500
O 5.503 3.066 -1.038  -0.470
C 3.627 2.101 2.031  -0.598
N 4.164 3.288 2.715  -0.464
C 3.816 4.344 1.972  0.441
C 4.949 5.493 1.801  -1.001
C 2.397 4.481 1.241  -0.853
C 2.367 1.361 2.644  0.413
C 1.750 2.020 3.958  -0.484
C 2.634 1.651 5.288  -0.660
C 3.608 0.382 5.066  -0.833
I 1.403 1.466 7.092  0.050
N 1.869 0.162 1.992  0.397
B 0.679 -0.600 2.594  0.693
O 1.062 -1.718 3.440  -0.707
C -0.875 -0.240 2.314  -0.510
C -1.222 0.102 0.769  -0.569
H -6.437 0.708 -2.399  0.354
H -5.768 -0.827 -3.334  0.073
H -5.365 0.866 -3.937  0.237
H -4.226 1.156 -1.428  0.309
H -4.093 -0.684 -1.436  0.225
H -2.797 1.387 -3.473  0.334
H -1.979 0.037 -2.532  -0.017
H -2.136 -0.468 -5.085  0.411
H -3.969 -0.406 -5.109  0.312
H -3.569 -2.370 -3.049  0.155
H -3.498 -2.853 -4.909  0.150
H -1.155 -2.022 -2.835  -0.351
H -0.871 -2.174 -4.675  0.317
H -0.111 -4.372 -4.194  0.342
H -1.926 -4.725 -4.367  0.263
H -0.777 -5.893 -2.352  0.337
H -2.304 -4.833 -1.918  0.252
H 0.209 -3.132 -1.623  -0.391
H -1.040 -3.644 -0.298  0.129
H 0.418 -5.984 -0.253  0.389
H 1.704 -4.904 -1.159  0.212
H 1.587 -4.983 1.669  0.360
H 0.257 -3.692 1.429  0.179
H 2.837 -2.727 1.773  0.342
H 3.192 -3.537 0.139  0.453
H 2.252 -1.812 -1.052  0.298
H 0.708 -1.666 -0.080  -0.544
H 3.700 -0.676 -2.027  0.449
H 5.039 0.549 -1.774  0.458
H 4.658 2.742 -1.451  0.479
H 4.530 6.259 1.067  0.313
H 5.180 5.901 2.843  0.329
H 5.886 4.947 1.435  0.284
H 2.285 3.799 0.316  0.239
H 1.500 4.304 1.935  0.242
H 2.343 5.569 0.848  0.243
H 1.883 3.165 3.834  -0.136
H 0.630 1.853 4.105  0.514
H 3.339 2.549 5.484  0.524
H 4.194 0.264 6.061  0.466
H 4.427 0.601 4.275  0.185
H 3.060 -0.604 4.890  0.199
H 0.322 -1.844 4.084  0.290
H -1.274 0.585 3.026  0.343
H -1.490 -1.189 2.575  0.286
H -1.481 -0.865 0.188  0.004
H -0.341 0.674 0.316  0.175
H -2.193 0.734 0.793  0.472
N -6.028 -4.076 -4.706  -0.388
C -5.521 -5.287 -4.420  0.033
C -6.222 -6.279 -3.754  -0.653
C -7.523 -6.009 -3.355  -0.090
C -8.072 -4.766 -3.636  -0.498
C -7.290 -3.842 -4.310  -0.208
H -4.500 -5.450 -4.749  0.349
H -5.763 -7.239 -3.552  0.353
H -8.104 -6.759 -2.830  0.371
H -9.084 -4.520 -3.339  0.354
H -7.675 -2.857 -4.556  0.391
N 0.658 6.324 3.121  -0.194
C 0.519 7.389 2.313  -0.065
C 0.168 8.653 2.756  -0.719
C -0.059 8.833 4.113  -0.131
C 0.076 7.751 4.971  -0.702
C 0.434 6.527 4.431  -0.086
H 0.703 7.197 1.260  0.384
H 0.073 9.476 2.059  0.363
H -0.337 9.808 4.499  0.382
H -0.094 7.856 6.036  0.366
H 0.555 5.652 5.061  0.390

---

- Look up the total charge of the first one.
  +1

---

- Which of these has the lowest total charge?
  C39H57N6PTl